This record from the OMol25 dataset describes a cluster of 2 separate species, CH8N2OSi in total. The level of theory is ωB97M-V/def2-TZVPD.

HOMO-LUMO gap (alpha / beta) (eV): 7.088 / 8.655
HOMO (alpha / beta) (eV): -7.005 / -8.671
E_LUMO (alpha / beta) (Ha): 0.0031 / -0.0006

Structure (XYZ):
```
13
Properties=species:S:1:pos:R:3:forces:R:3:nbo_charge:R:1
C 1.93355 -0.04993 0.84526 0.611 -0.609 2.352 -0.270
N -2.04885 0.83561 -0.68495 -0.794 1.474 -2.480 -1.340
N 1.12333 -0.76600 -1.16681 -1.825 0.886 -0.878 -0.345
O 1.95109 0.17402 -0.54839 -1.257 -0.322 0.263 -0.403
Si -1.54970 -0.50666 0.23614 0.763 -0.753 -0.798 1.055
H 2.36765 -1.08582 1.22509 -0.937 1.860 -1.226 0.186
H 0.88621 0.07387 1.35596 1.556 -0.250 -1.354 0.173
H 2.59100 0.74429 1.28566 -0.481 -0.678 -0.450 0.193
H -1.26100 1.52342 -0.72810 -1.316 -0.645 -0.124 0.404
H -2.74700 0.97997 -1.48303 1.742 -0.551 1.699 0.419
H 0.59375 -0.21520 -1.97611 1.672 -0.924 1.831 0.303
H -2.21684 -1.87248 0.13125 0.038 0.890 -0.030 -0.171
H -1.62319 0.16490 1.50803 0.227 -0.379 1.196 -0.204
```
Positions in Å, forces in eV/Å.

---

This record from the OMol25 dataset describes a cluster of 2 separate species, CH8N2OSi in total. The level of theory is ωB97M-V/def2-TZVPD.

HOMO-LUMO gap (alpha / beta) (eV): 8.545 / 6.840
HOMO (alpha / beta) (eV): -8.369 / -6.754
E_LUMO (alpha / beta) (Ha): 0.0065 / 0.0032

Structure (XYZ):
```
13
Properties=species:S:1:pos:R:3:forces:R:3:nbo_charge:R:1
C 2.51809 0.53471 0.42676 3.038 -0.913 2.056 -0.249
N -1.94367 0.63454 0.42140 0.870 2.559 4.022 -1.321
N 1.22074 -1.35337 -0.05284 -0.432 -0.467 -1.644 -0.425
O 1.76360 -0.10161 -0.49233 -2.076 -1.656 -2.362 -0.442
Si -1.75817 -0.87085 -0.30345 1.807 -0.917 -1.242 1.141
H 3.44194 -0.14479 0.63556 -1.212 1.143 0.092 0.158
H 2.01244 0.69405 1.40357 0.153 0.220 -0.546 0.169
H 2.95085 1.44538 -0.03118 -0.685 -0.280 0.327 0.194
H -1.57936 1.40654 -0.13501 -0.296 -0.348 -0.222 0.408
H -1.67754 0.97482 1.46819 -0.997 -1.773 -3.275 0.423
H 1.27951 -2.01262 -0.95264 -0.167 2.127 1.993 0.314
H -2.01932 -0.55749 -1.75508 0.087 -0.279 0.486 -0.195
H -2.43672 -2.14052 0.09836 -0.091 0.584 0.315 -0.174
```
Positions in Å, forces in eV/Å.

---

This record from the OMol25 dataset describes a cluster of 2 separate species, CH8N2S in total. The level of theory is ωB97M-V/def2-TZVPD.

SMILES string: NCN.S
HOMO-LUMO gap (eV): 10.318
HOMO (eV): -9.387
E_LUMO (Ha): 0.0342

Structure (XYZ):
```
12
Properties=species:S:1:pos:R:3:forces:R:3:nbo_charge:R:1
N -0.52742 0.34526 0.91623 -1.347 -3.411 2.090 -0.880
C 0.36362 -0.85202 1.54886 0.606 5.266 -2.175 -0.097
N 0.43455 -1.76386 0.39514 -2.511 -2.770 2.793 -0.763
H -0.30379 1.32048 1.04166 0.404 -0.118 0.752 0.368
H -1.45938 0.10579 1.37183 1.338 1.243 -1.025 0.344
H 0.20513 -0.95296 2.65355 -0.980 -1.197 -1.103 0.184
H 1.37611 -0.43372 1.57939 0.031 0.101 -0.082 0.172
H 1.09650 -2.41468 0.78970 1.023 -0.762 -0.558 0.338
H -0.42830 -2.43064 0.49571 1.435 1.670 -0.726 0.335
S -0.58596 2.83076 -3.58417 -0.857 1.107 0.117 -0.286
H -0.53977 1.77503 -2.80304 0.236 -0.668 0.271 0.150
H 0.36872 2.47057 -4.40486 0.623 -0.461 -0.354 0.136
```
Positions in Å, forces in eV/Å.

---

This record from the OMol25 dataset describes a cluster of 2 separate species, CH8N2S2 in total. The level of theory is ωB97M-V/def2-TZVPD.

HOMO-LUMO gap (alpha / beta) (eV): 2.976 / 7.614
HOMO (alpha / beta) (eV): 0.498 / -4.158
E_LUMO (alpha / beta) (Ha): 0.1277 / 0.1270
⟨S²⟩: 0.7531
Total charge: -1
Spin multiplicity: 2

Structure (XYZ):
```
13
Properties=species:S:1:pos:R:3:forces:R:3:nbo_charge:R:1
S -0.92943 1.70805 -1.78764 2.428 0.047 0.642 -0.588
S -2.92267 1.64876 -2.42561 -3.542 1.324 -0.102 -0.628
H -1.22640 0.56780 -1.16931 0.637 0.088 0.203 0.142
H -3.43631 2.56203 -1.48505 0.353 -0.981 -1.025 0.099
N 0.18308 -0.83167 -0.27238 0.066 -0.027 -0.481 -0.868
C 0.83847 -0.14782 0.81948 0.159 -1.834 1.262 -0.057
N 1.83989 -1.16252 1.42043 -2.277 -0.779 -1.179 -0.863
H 0.83205 -0.85773 -1.09215 -1.175 -0.381 1.071 0.384
H -0.33569 -1.72167 -0.07435 1.195 1.356 -0.154 0.366
H 0.13159 0.27104 1.61412 0.545 -0.794 -1.112 0.156
H 1.41700 0.70986 0.46672 -0.159 -0.258 -0.266 0.191
H 1.30434 -1.98491 1.81195 0.666 1.332 -0.633 0.334
H 2.30409 -0.76123 2.17378 1.104 0.908 1.777 0.332
```
Positions in Å, forces in eV/Å.

---

This record from the OMol25 dataset describes a cluster of 2 separate species, CH8N3 in total. The level of theory is ωB97M-V/def2-TZVPD.

HOMO-LUMO gap (alpha / beta) (eV): 4.837 / 9.375
HOMO (alpha / beta) (eV): -3.943 / -8.517
E_LUMO (alpha / beta) (Ha): 0.0329 / 0.0315
⟨S²⟩: 0.7528
Spin multiplicity: 2

Structure (XYZ):
```
12
Properties=species:S:1:pos:R:3:forces:R:3:nbo_charge:R:1
N 1.62752 0.83282 -0.98883 0.471 0.422 -0.494 -1.072
H 2.10994 1.67002 -0.66858 0.030 -0.154 0.269 0.364
H -0.87570 -0.73396 -1.05648 -0.103 0.023 -0.310 0.374
H 1.30526 1.12092 -1.90862 -0.207 -0.261 -0.036 0.365
H 2.35190 0.13835 -1.15274 -0.027 0.036 0.007 0.365
N -0.06660 -0.01253 1.30722 1.773 0.244 -0.529 -0.882
C -1.28032 -0.54743 0.95954 -1.329 -0.285 0.444 0.019
N -1.52572 -0.98574 -0.34143 0.929 0.174 0.077 -0.865
H 0.62811 0.21699 0.59748 -0.697 -0.137 -0.050 0.403
H 0.20224 0.36645 2.19299 -0.792 -0.215 0.306 0.385
H -2.10181 -0.61960 1.64235 0.032 0.164 0.327 0.156
H -2.37480 -1.44629 -0.58290 -0.080 -0.012 -0.011 0.389
```
Positions in Å, forces in eV/Å.

---

This record from the OMol25 dataset describes a cluster of 2 separate species, CH8N3 in total. The level of theory is ωB97M-V/def2-TZVPD.

HOMO-LUMO gap (alpha / beta) (eV): 10.516 / 5.644
HOMO (alpha / beta) (eV): -21.615 / -20.799
E_LUMO (alpha / beta) (Ha): -0.4079 / -0.5569
⟨S²⟩: 0.7576
Total charge: +2
Spin multiplicity: 2

Structure (XYZ):
```
12
Properties=species:S:1:pos:R:3:forces:R:3:nbo_charge:R:1
N 0.55949 1.89717 1.22585 0.295 0.868 1.324 -0.991
H 1.22921 1.71739 1.98762 -0.097 -0.665 -0.127 0.410
H -1.88389 -0.68334 -0.45361 -0.269 -0.019 -0.282 0.468
H 1.08537 2.62362 0.72361 -0.098 -0.598 -0.981 0.424
H -0.08511 2.52312 1.72731 -0.661 -0.600 -0.226 0.420
N 0.51217 -0.91169 0.50971 -2.509 0.962 -3.484 -0.305
C 0.04990 -0.72464 -0.86177 1.424 -1.384 -1.024 0.358
N -1.17095 -0.70452 -1.19160 -0.446 0.834 0.979 -0.543
H 0.07377 0.06572 0.85283 1.612 0.550 1.990 0.472
H 0.35386 -1.93714 0.49278 0.459 -0.287 2.067 0.472
H 0.83068 -0.87855 -1.61851 0.034 0.546 -0.096 0.311
H -1.51344 -0.57794 -2.15050 0.256 -0.208 -0.140 0.505
```
Positions in Å, forces in eV/Å.

---

Largest force on an atom, record by record: 2.992; 4.846; 5.730; 3.782; 1.866; 4.400 eV Å⁻¹
Relative energy (zero: lowest compared OMol25 entry of this formula, charge and spin), record by record: 834.7; 824.1; 166.0; 133.1; 13.0; 249.6 kJ/mol